A cluster of 2 separate species, C3H12NO2 in total in a non-equilibrium geometry. Source: the OMol25 dataset; level of theory: ωB97M-V/def2-TZVPD.

XYZ file:
```
18
Properties=species:S:1:pos:R:3
O -2.4974 -1.0635 0.3385
O 0.9474 2.0279 0.9668
N -0.2058 0.2552 -0.5415
C 1.2014 0.7038 1.4702
C 0.7787 -0.3432 0.4020
C -0.0220 -0.4294 -1.8767
H -0.1932 0.2247 -2.7813
H 0.9729 -0.8630 -1.9600
H -0.7249 -1.2805 -1.9552
H 0.4006 -1.2064 0.9568
H -3.0955 -0.3789 0.6807
H -0.0073 1.2474 -0.6900
H 0.6357 0.6274 2.3879
H -2.6256 -1.8846 0.8184
H 2.2212 0.4717 1.7556
H -1.2293 0.1132 -0.4642
H 1.6992 -0.6783 -0.1377
H 1.7437 2.4566 0.6294
```

Output
highest occupied orbital energy	-15.14	eV
electronic energy	-8883.720	eV
charge	+1
frontier orbital gap	12.1	eV
energy relative to the best compared isomer or geometry (same formula, charge and spin)	26.6	kcal/mol